Entry 1:
{
  "formula": "C31H45CaClN2O3SSbSi",
  "method": "the ωB97M-V functional and the def2-TZVPD basis",
  "e_homo_ev": -5.42,
  "orbital_gap_ev": 7.38,
  "total_charge": -1,
  "species": ["Ca", "C", "Si", "C", "N", "C", "C", "C", "C", "C", "C", "C", "C", "C", "C", "C", "C", "C", "C", "C", "C", "C", "H", "H", "H", "H", "H", "H", "H", "H", "H", "H", "H", "H", "H", "H", "H", "H", "H", "H", "H", "H", "H", "H", "H", "H", "C", "C", "Sb", "C", "C", "C", "C", "H", "H", "H", "H", "H", "H", "H", "H", "H", "H", "H", "H", "H", "H", "H", "N", "C", "C", "C", "C", "C", "C", "S", "O", "O", "O", "H", "H", "H", "H", "H", "H", "Cl"],
  "coordinates": [[-0.192104, 0.003465, 0.158934], [-1.076805, -2.122972, -0.056946], [-1.018648, -2.835285, 1.644165], [-1.231307, -1.404265, 2.938126], [-0.389222, -0.244684, 2.646345], [-0.921826, 1.003363, 3.178629], [-0.963533, 1.075425, 4.716719], [0.273547, 0.407019, 5.329305], [1.403835, 0.381142, 4.308705], [1.005508, -0.429634, 3.066630], [0.565184, -3.833129, 1.984083], [1.222640, -4.443395, 0.923314], [2.283236, -5.307527, 1.130588], [2.713018, -5.577653, 2.418012], [2.073696, -4.979419, 3.489244], [1.013660, -4.116982, 3.268851], [-2.424009, -4.072281, 2.002386], [-2.194285, -5.434462, 2.171071], [-3.237248, -6.340552, 2.214231], [-4.542711, -5.903045, 2.079452], [-4.795208, -4.548839, 1.923343], [-3.744255, -3.652020, 1.887580], [-2.111619, -2.036212, -0.386369], [-0.584818, -2.768699, -0.780073], [-1.103478, -1.745054, 3.974216], [-2.273887, -1.083063, 2.853827], [-1.935950, 1.146188, 2.787629], [-0.293297, 1.807951, 2.789739], [-1.870095, 0.599664, 5.095304], [-1.002261, 2.127069, 5.006950], [0.044132, -0.617882, 5.627555], [0.589010, 0.940032, 6.229049], [2.299443, -0.063224, 4.746535], [1.652175, 1.402793, 4.018970], [1.175456, -1.492497, 3.254278], [1.668100, -0.116925, 2.247298], [0.877330, -4.263161, -0.083485], [2.764122, -5.785490, 0.288315], [3.525060, -6.268137, 2.592941], [2.390380, -5.203356, 4.498299], [0.510677, -3.675081, 4.121136], [-1.175780, -5.787778, 2.256739], [-3.030580, -7.394786, 2.338758], [-5.359207, -6.610598, 2.091559], [-5.811218, -4.199721, 1.811613], [-3.953857, -2.600255, 1.744438], [5.755401, -2.975064, -0.149131], [4.598880, -2.523025, 0.718077], [3.050693, -1.331897, -0.313293], [4.400405, 0.318882, -0.813444], [3.659791, 1.436920, -1.522822], [3.252239, -2.124149, -2.350169], [2.326780, -3.285038, -2.661597], [6.541187, -3.413142, 0.467471], [6.179101, -2.134705, -0.695645], [5.430912, -3.727848, -0.861060], [4.960546, -1.895446, 1.537229], [4.096604, -3.380561, 1.157919], [5.195782, -0.074550, -1.450252], [4.846456, 0.688760, 0.109694], [3.131626, 1.062333, -2.401219], [4.349080, 2.211873, -1.852694], [2.930870, 1.894581, -0.860320], [4.290395, -2.408185, -2.523230], [3.013087, -1.281765, -3.002155], [2.593058, -4.161863, -2.073414], [2.394141, -3.552136, -3.717583], [1.289003, -3.022496, -2.448526], [-2.233994, 1.286677, -0.221302], [-2.892217, 1.365746, -1.505790], [-2.569592, 0.457989, -2.505541], [-3.245071, 0.501621, -3.715112], [-4.221560, 1.450904, -3.927939], [-4.533334, 2.368509, -2.948142], [-3.870581, 2.328684, -1.734249], [-5.198232, 1.361249, -5.458641], [-4.214696, 1.180293, -6.518976], [-5.932838, 2.619693, -5.516366], [-6.031787, 0.189699, -5.203376], [-1.899570, 2.215035, 0.043729], [-2.923279, 1.010174, 0.477237], [-1.800116, -0.287825, -2.323338], [-3.036733, -0.195136, -4.511321], [-5.298308, 3.099215, -3.162429], [-4.111134, 3.039361, -0.950155], [0.935311, 2.245154, 0.545519]],
  "atomic_forces_ev_per_a": [[0.4, 0.7, 0.0], [0.0, -1.2, 0.7], [-0.3, 0.0, -0.4], [-0.1, -0.7, -0.1], [-0.1, 0.1, -0.2], [-0.2, 0.5, 0.4], [-0.1, -0.2, -0.1], [0.1, 0.0, 0.0], [-0.1, -0.1, 0.1], [0.6, 0.1, 0.0], [-0.4, 0.4, -0.1], [0.0, 0.0, -0.2], [0.1, -0.1, -0.1], [0.0, -0.1, 0.0], [0.0, 0.0, 0.2], [-0.1, 0.0, 0.2], [0.4, 0.3, 0.0], [0.2, 0.1, 0.1], [-0.1, -0.2, 0.0], [-0.1, 0.0, 0.0], [-0.2, -0.1, 0.0], [-0.1, 0.1, 0.0], [-0.3, 0.1, 0.0], [0.1, -0.3, -0.1], [-0.1, -0.1, 0.1], [-0.1, -0.1, 0.0], [0.1, 0.0, -0.1], [-0.2, 0.0, 0.0], [0.0, 0.0, 0.0], [-0.1, 0.0, 0.0], [0.0, 0.0, 0.1], [0.0, -0.1, 0.0], [0.1, 0.0, -0.1], [0.1, 0.1, 0.0], [0.0, 0.1, -0.1], [0.0, -0.1, 0.1], [0.0, 0.0, -0.2], [0.1, 0.0, -0.1], [0.1, 0.0, 0.0], [0.0, 0.0, 0.1], [0.0, 0.0, 0.1], [0.1, -0.1, 0.0], [0.0, -0.1, 0.0], [-0.1, -0.1, 0.0], [-0.1, 0.0, 0.0], [-0.1, 0.1, -0.1], [-0.1, 0.1, 0.0], [-0.6, 0.2, 0.0], [1.0, 0.1, -0.5], [-0.2, -0.3, 0.2], [0.0, 0.0, 0.0], [-0.1, 0.1, 0.4], [-0.1, 0.0, -0.1], [0.1, 0.0, 0.0], [0.1, 0.0, -0.1], [0.0, -0.1, -0.2], [-0.1, 0.1, 0.0], [-0.1, 0.0, 0.1], [0.0, -0.1, 0.1], [0.1, -0.1, 0.1], [0.0, 0.1, -0.1], [0.1, 0.1, -0.1], [0.0, 0.1, -0.1], [0.1, 0.2, 0.1], [0.1, 0.1, 0.1], [-0.1, -0.1, 0.1], [-0.1, -0.1, 0.0], [0.0, -0.1, 0.0], [0.0, 0.2, 0.3], [-0.3, 0.1, -0.3], [0.1, 0.1, 0.1], [0.2, -0.1, 0.0], [-0.5, -0.1, -0.7], [0.0, 0.2, 0.1], [0.1, -0.1, 0.1], [-0.1, -0.1, 0.1], [-0.1, 0.0, 0.2], [0.2, -0.2, 0.1], [0.1, 0.2, -0.1], [0.0, -0.1, 0.0], [0.1, 0.1, 0.0], [-0.1, 0.0, 0.0], [0.1, -0.1, 0.0], [-0.1, 0.1, 0.0], [0.0, 0.0, 0.0], [0.3, 0.6, 0.1]],
  "nbo_charge": [1.721, -1.641, 1.638, -0.676, -0.544, -0.241, -0.426, -0.401, -0.419, -0.240, -0.475, -0.209, -0.217, -0.222, -0.239, -0.146, -0.470, -0.210, -0.207, -0.220, -0.236, -0.134, 0.242, 0.228, 0.194, 0.217, 0.191, 0.239, 0.203, 0.210, 0.193, 0.209, 0.213, 0.209, 0.214, 0.202, 0.221, 0.209, 0.209, 0.207, 0.197, 0.210, 0.203, 0.206, 0.208, 0.190, -0.622, -0.700, 0.907, -0.709, -0.642, -0.713, -0.623, 0.205, 0.204, 0.202, 0.213, 0.224, 0.204, 0.212, 0.191, 0.202, 0.250, 0.211, 0.216, 0.195, 0.208, 0.211, -0.947, 0.178, -0.269, -0.171, -0.297, -0.181, -0.274, 2.408, -1.018, -1.023, -1.016, 0.398, 0.375, 0.199, 0.238, 0.243, 0.199, -0.899]
}



Entry 2:
{
  "formula": "C5H2Cl2F30N2O12P4S4V3",
  "method": "the ωB97M-V functional and the def2-TZVPD basis",
  "multiplicity": 10,
  "s2": 25.123,
  "e_homo_ev": [-4.27, -5.29],
  "orbital_gap_ev": [6.77, 7.57],
  "total_charge": -2,
  "species": ["V", "V", "V", "P", "O", "O", "O", "O", "P", "F", "F", "F", "F", "F", "F", "P", "F", "F", "F", "F", "F", "F", "P", "F", "F", "F", "F", "F", "F", "C", "F", "F", "F", "S", "O", "O", "N", "S", "O", "O", "C", "F", "F", "F", "C", "F", "F", "F", "S", "O", "O", "N", "S", "O", "O", "C", "F", "F", "F", "C", "Cl", "Cl", "H", "H"],
  "coordinates": [[0.834342, 1.164338, 2.719952], [-0.204719, -1.554407, 0.727053], [-0.717209, 1.813061, -0.571108], [-1.383298, 0.539262, 1.624421], [-0.839740, 2.007572, 1.568239], [0.046862, 0.500894, 0.920174], [-1.473466, 0.035959, 0.179795], [-0.459132, -0.447705, 2.473151], [2.763770, 2.571296, 0.005520], [4.086703, 2.717528, 0.888693], [3.687690, 2.398535, -1.304620], [2.882637, 0.972486, 0.262613], [1.347698, 2.370690, -0.823157], [1.839497, 2.627441, 1.375863], [2.655285, 4.145266, -0.297629], [0.588415, -0.695717, -2.943815], [1.887085, 0.105666, -2.489057], [-0.337817, 0.531279, -2.311995], [0.543878, -0.023102, -4.386784], [-0.694765, -1.634145, -3.394565], [1.500610, -1.910644, -3.482844], [0.427028, -1.288869, -1.437716], [-2.930734, 2.629548, -2.810830], [-4.481303, 2.102565, -3.102024], [-2.464794, 1.217351, -3.407232], [-2.794638, 3.295280, -4.274940], [-1.369759, 3.039326, -2.427512], [-3.558809, 3.899921, -2.076468], [-2.979698, 1.930566, -1.340641], [-4.109862, -1.802253, -1.156217], [-3.405530, -0.872570, -1.755558], [-4.488387, -1.410307, 0.058068], [-5.169955, -2.080105, -1.890437], [-2.982165, -3.336317, -0.966058], [-1.777116, -2.663386, -0.436172], [-3.598544, -4.218782, -0.010102], [-2.781883, -3.879735, -2.592785], [-3.456097, -5.329341, -2.625205], [-4.777991, -5.456922, -2.070601], [-3.347091, -5.581595, -4.076274], [-2.237711, -6.581644, -1.867339], [-2.584276, -7.791413, -2.286311], [-0.992298, -6.348455, -2.279816], [-2.289861, -6.559788, -0.541835], [3.092559, -2.612265, 3.553217], [3.193967, -3.708821, 2.821535], [2.005050, -2.630883, 4.296623], [4.173488, -2.500842, 4.286505], [2.989679, -1.166056, 2.284965], [4.287193, -1.038497, 1.678466], [1.886271, -1.545484, 1.415191], [2.631171, 0.289805, 3.191989], [3.957759, 0.840151, 3.922439], [4.506747, 0.019460, 4.963206], [4.897981, 1.345988, 2.929588], [3.161262, 2.367671, 4.803813], [2.331324, 3.031510, 3.992083], [2.469410, 1.994627, 5.880239], [4.173009, 3.133580, 5.147922], [0.011920, 6.266924, 0.008604], [-0.410729, 7.037751, -1.539814], [-0.439959, 4.559667, 0.092387], [1.094275, 6.324130, 0.082422], [-0.415208, 6.842950, 0.822738]],
  "atomic_forces_ev_per_a": [[-0.2, 1.1, -2.2], [0.7, 0.9, -1.7], [0.8, -2.6, 0.2], [0.5, 0.3, 1.4], [-5.0, 6.8, 3.4], [14.9, -0.5, -4.5], [-10.2, -2.1, -5.9], [-3.1, -3.3, 6.6], [3.1, -1.7, -0.5], [-0.4, 1.2, 0.2], [-1.1, 0.1, -0.1], [-0.9, 0.2, -0.5], [-0.5, -0.3, -0.4], [-0.1, 1.1, 0.4], [-0.4, -0.2, 0.9], [-0.6, -1.8, -2.1], [0.0, 0.1, -0.1], [-0.5, 0.9, -0.2], [0.2, 0.6, 0.4], [0.3, 1.5, 1.0], [0.4, 0.2, 0.7], [0.7, -1.3, 1.1], [-2.8, -2.0, -2.0], [0.8, 0.8, 0.2], [0.6, 0.6, 0.0], [0.0, 0.4, 1.3], [0.2, 0.3, 0.2], [0.8, 0.9, -0.7], [0.8, -0.8, 1.7], [1.1, -1.1, -0.5], [-0.1, 0.3, 0.0], [-0.1, 0.1, 0.1], [-0.5, -0.2, 0.0], [0.7, 1.4, -0.8], [-0.1, -0.8, -0.5], [0.0, 0.2, -0.3], [-0.1, 0.8, 4.9], [-0.5, 0.2, -5.0], [0.7, -0.7, 0.5], [0.0, -0.9, 2.0], [-0.7, 0.7, -0.4], [-0.2, -0.5, 0.0], [-0.2, 0.1, 0.2], [0.3, -0.1, 0.2], [0.2, 1.2, -1.1], [-0.3, -0.3, -0.1], [-0.2, -0.2, 0.2], [0.1, -0.1, 0.3], [0.8, 1.2, -0.4], [-1.1, -0.7, 0.9], [0.5, 0.1, 1.2], [0.3, -3.4, -0.5], [2.1, 1.8, -1.8], [-0.7, 0.1, 0.3], [-1.3, -0.2, 2.0], [0.7, -1.7, -0.6], [-0.1, 0.1, 0.0], [0.0, 0.1, 0.1], [-0.1, 0.4, 0.2], [0.8, 0.3, -0.5], [-0.1, -0.1, 0.3], [-0.4, 0.8, 0.6], [0.0, -0.2, 0.0], [-0.4, -0.3, -0.1]],
  "nbo_charge": [1.294, 1.366, 1.535, 2.057, -1.140, -1.017, -1.006, -1.112, 2.621, -0.568, -0.563, -0.573, -0.573, -0.587, -0.570, 2.620, -0.562, -0.590, -0.564, -0.569, -0.577, -0.590, 2.599, -0.591, -0.554, -0.562, -0.574, -0.567, -0.575, 0.772, -0.278, -0.318, -0.306, 2.113, -1.015, -0.911, -1.028, 2.136, -0.916, -0.952, 0.746, -0.321, -0.308, -0.314, 0.789, -0.301, -0.300, -0.287, 2.179, -0.844, -0.933, -1.266, 2.194, -0.918, -0.868, 0.750, -0.308, -0.310, -0.295, -0.375, -0.028, 0.060, 0.234, 0.217]
}



no.,calculated total energy (Eh)
1,-3609.38816
2,-10911.31672